The ion C3H5N2O2S with charge +1 in a non-equilibrium geometry. Source: the OMol25 dataset; level of theory: wB97M-V/def2-TZVPD.

As for the relative energy (zero: lowest compared OMol25 entry of this formula, charge and spin): 2.958 eV. The SMILES is O=[N+]=C1NCSCO1. The value obtained for the lowest unoccupied orbital energy (spin up / spin down) is -6.49 / -6.46 eV. The value obtained for the orbital gap (spin up / spin down) is 0.278 / 0.279 Ha.

The geometry in ORCA input format:
```
! wB97M-V def2-TZVPD RIJCOSX def2/J DEFGRID3
* xyz 1 1
C -1.11 -0.13 -0.34
C 0.34 -0.26 1.74
C 1.33 0.35 -0.61
N -0.03 -0.08 -1.11
N -2.27 0.31 -0.76
O -3.31 -0.12 -1.06
O -0.97 -0.22 1.00
S 1.33 0.97 1.10
H 0.84 -1.33 1.56
H 0.06 -0.07 2.78
H 2.13 -0.52 -0.80
H 1.64 1.19 -1.36
H 0.03 -0.11 -2.13
*
```

***

A structure of composition C28H34BrCl3N8O6SSiZr in a non-equilibrium geometry. Source: the OMol25 dataset; level of theory: wB97M-V/def2-TZVPD.

As for the relative energy (zero: lowest compared OMol25 entry of this formula, charge and spin): 3.867 eV. The value obtained for the lowest unoccupied orbital energy is 0.27 eV. The value obtained for the orbital gap is 0.281 Ha.

The geometry in ORCA input format:
```
! wB97M-V def2-TZVPD RIJCOSX def2/J DEFGRID3
* xyz 0 1
Zr -0.04 0.24 -0.48
N 1.05 4.77 -0.31
C 1.16 3.42 -0.29
S 0.89 2.54 1.19
N 1.51 2.86 -1.43
N 1.69 1.48 -1.22
C 2.79 0.98 -1.62
C 3.25 -0.35 -1.25
C 4.35 -0.92 -1.90
C 4.90 -2.11 -1.47
C 4.37 -2.72 -0.34
C 3.30 -2.16 0.34
C 2.71 -0.99 -0.12
O 1.62 -0.50 0.48
H 0.46 5.18 0.40
H 1.00 5.19 -1.23
H 3.47 1.65 -2.15
H 4.77 -0.40 -2.76
H 5.73 -2.55 -1.99
H 4.80 -3.65 0.02
H 2.86 -2.65 1.21
C -2.33 1.39 2.98
C -1.18 0.50 2.66
O -0.93 0.17 1.48
N -0.40 0.09 3.65
C 0.76 -0.76 3.47
C 0.41 -2.23 3.44
C 1.43 -3.16 3.60
C 1.12 -4.51 3.50
C -0.19 -4.87 3.25
C -1.14 -3.87 3.13
N -0.85 -2.57 3.23
H -3.12 1.25 2.25
H -1.98 2.42 2.89
H -2.71 1.22 3.99
H -0.68 0.35 4.58
H 1.46 -0.55 4.27
H 1.24 -0.48 2.53
H 2.44 -2.84 3.79
H 1.90 -5.25 3.61
H -0.48 -5.91 3.16
H -2.18 -4.12 2.95
C -3.71 -0.02 -3.83
N -2.34 -0.51 -3.69
C -2.79 -1.52 -1.56
C -1.31 0.42 -3.71
N -0.59 0.76 -2.69
N -1.13 0.99 -4.94
C -1.64 0.44 -6.18
C -0.27 2.16 -5.07
H -4.06 0.52 -2.96
H -4.36 -0.86 -4.06
H -3.73 0.67 -4.67
H -3.01 -2.56 -1.30
H -3.69 -0.91 -1.59
H -1.44 -1.74 -0.16
H 0.14 1.41 -2.97
H -1.94 -0.60 -6.04
H -0.85 0.47 -6.93
H -2.50 1.01 -6.55
H 0.79 1.88 -5.07
H -0.45 2.86 -4.26
H -0.49 2.65 -6.01
O -2.00 -0.98 -0.52
O -2.17 -1.60 -2.82
Br 3.48 -7.21 -3.85
C 2.53 -5.78 -3.05
C 2.40 -4.58 -3.74
C 1.72 -3.53 -3.14
C 1.17 -3.69 -1.87
C 1.31 -4.90 -1.20
C 1.99 -5.95 -1.78
C 0.47 -2.57 -1.20
O -0.13 -2.76 -0.13
O 0.51 -1.41 -1.75
H 2.83 -4.48 -4.72
H 1.62 -2.58 -3.64
H 0.88 -5.00 -0.21
H 2.11 -6.89 -1.26
Cl -2.22 4.10 0.61
Si -2.00 2.45 -0.69
Cl -2.36 3.45 -2.54
Cl -3.95 1.59 -0.45
*
```

***

An isolated molecule of C10H12N2O2 in a non-equilibrium geometry. Source: the OMol25 dataset; level of theory: wB97M-V/def2-TZVPD.

As for the relative energy (zero: lowest compared OMol25 entry of this formula, charge and spin): 0.000 eV. As for the expectation value of S²: 2.050. The value obtained for the lowest unoccupied orbital energy (spin up / spin down) is 0.69 / -3.16 eV. The value obtained for the orbital gap (spin up / spin down) is 0.212 / 0.245 Ha.

The geometry in ORCA input format:
```
! wB97M-V def2-TZVPD RIJCOSX def2/J DEFGRID3
* xyz 0 3
C 1.26 1.28 -3.01
C 1.69 1.90 -1.82
C 0.21 0.35 -2.96
C 1.08 1.60 -0.66
C -0.29 0.05 -1.67
C 0.08 0.70 -0.55
C -0.77 1.31 1.64
C -0.03 -1.97 1.33
C 1.35 -1.31 1.70
C -2.30 -1.29 1.10
N -0.49 0.37 0.67
N -0.90 -0.99 0.97
O -1.16 1.02 2.75
O -0.32 -3.15 1.45
H 1.65 1.45 -3.98
H 2.38 2.74 -1.98
H -0.10 -0.26 -3.73
H 1.28 2.20 0.26
H -1.03 -0.69 -1.57
H -0.58 2.32 1.32
H 1.25 -0.76 2.55
H 1.85 -0.75 0.91
H 2.02 -2.25 1.84
H -2.56 -1.29 2.19
H -2.90 -0.43 0.71
H -2.69 -2.14 0.55
*
```

***

A structure of composition C17H32CaNP in a non-equilibrium geometry. Source: the OMol25 dataset; level of theory: wB97M-V/def2-TZVPD.

The value obtained for the lowest unoccupied orbital energy is -0.32 eV. The value obtained for the orbital gap is 0.203 Ha.

The geometry in ORCA input format:
```
! wB97M-V def2-TZVPD RIJCOSX def2/J DEFGRID3
* xyz 0 1
C 0.73 2.70 -2.74
C -0.55 2.25 -2.41
C -0.74 1.32 -1.37
C 0.35 0.95 -0.72
C 1.62 1.29 -1.01
C 1.84 2.21 -2.04
C -2.16 0.81 -1.17
C -2.22 -0.70 -0.84
N -2.42 -1.53 -2.02
Ca 0.18 -0.49 0.98
C 2.85 0.61 -0.35
P 2.38 -1.19 -0.10
H -1.41 2.60 -2.99
H 2.85 2.51 -2.32
H 0.87 3.42 -3.55
H 3.07 1.03 0.66
H 3.76 0.68 -0.96
H -2.66 1.33 -0.32
H -2.77 1.02 -2.07
H -1.29 -1.01 -0.32
C 3.65 -1.97 0.83
C 2.36 -1.87 -1.75
H -3.05 -0.88 -0.16
C -1.26 -1.65 -2.90
C -2.98 -2.84 -1.68
H 0.44 -1.48 2.49
H -1.53 -2.24 -3.79
H -0.94 -0.65 -3.23
H -0.40 -2.15 -2.40
H -3.22 -3.39 -2.59
H -2.29 -3.45 -1.07
H -3.90 -2.69 -1.10
H 3.36 -1.84 -2.18
H 2.01 -2.93 -1.71
H 1.66 -1.32 -2.40
H 4.61 -1.89 0.29
H 3.76 -1.52 1.83
H 3.41 -3.04 0.97
H -0.05 -1.98 2.02
C 0.64 1.27 3.60
C -0.86 1.10 3.31
C -1.66 2.07 4.23
C -1.23 1.28 1.87
H 0.97 2.30 3.38
H 1.27 0.58 3.00
H 0.86 1.05 4.65
H -1.15 0.07 3.61
H -1.37 3.11 4.01
H -2.73 1.95 4.07
H -1.43 1.86 5.28
H -2.30 1.06 1.73
H -0.97 2.26 1.48
*
```

***

An isolated molecule of C8H18IN3S in a non-equilibrium geometry. Source: the OMol25 dataset; level of theory: wB97M-V/def2-TZVPD.

As for the relative energy (zero: lowest compared OMol25 entry of this formula, charge and spin): 0.061 eV. The SMILES is CNN(I)C1(C)CCN(SC)CC1. The value obtained for the lowest unoccupied orbital energy is -0.08 eV. The value obtained for the orbital gap is 0.298 Ha.

The geometry in ORCA input format:
```
! wB97M-V def2-TZVPD RIJCOSX def2/J DEFGRID3
* xyz 0 1
C -0.41 0.95 -0.22
C 0.39 -1.32 0.24
C -1.72 0.32 -0.81
C -0.92 -1.86 -0.27
C 0.70 -0.07 -0.45
C 1.24 -0.26 -1.87
C 3.31 2.48 0.83
C -4.10 -1.01 1.74
N -1.97 -0.96 -0.17
N 2.20 1.81 0.05
N 1.88 0.62 0.50
S -3.61 -1.44 0.04
I 3.59 -0.96 0.61
H -0.17 1.88 -0.55
H -0.55 1.06 0.80
H 0.24 -1.19 1.36
H 1.22 -1.98 0.12
H -2.56 0.94 -0.57
H -1.52 0.40 -2.02
H -0.84 -2.22 -1.34
H -0.96 -2.82 0.31
H 1.92 -1.12 -1.96
H 1.70 0.50 -2.35
H 0.23 -0.51 -2.50
H 3.18 2.01 1.81
H 4.40 2.21 0.65
H 3.32 3.60 0.81
H -3.16 -1.05 2.27
H -4.76 -1.88 1.97
H -4.69 -0.12 1.91
H 2.43 1.98 -0.92
*
```

***

A structure of composition C17H16Br3N3O2 in a non-equilibrium geometry. Source: the OMol25 dataset; level of theory: wB97M-V/def2-TZVPD.

As for the relative energy (zero: lowest compared OMol25 entry of this formula, charge and spin): 0.000 eV. The value obtained for the lowest unoccupied orbital energy is -1.01 eV. The value obtained for the orbital gap is 0.317 Ha.

The geometry in ORCA input format:
```
! wB97M-V def2-TZVPD RIJCOSX def2/J DEFGRID3
* xyz 0 1
C -5.57 23.42 -6.89
Br -5.71 23.08 -4.94
Br -7.01 24.61 -7.59
Br -5.79 21.66 -7.82
H -4.61 23.79 -7.24
C 0.07 26.53 -16.90
C 0.71 25.25 -17.05
C 0.04 24.10 -17.30
C -1.33 24.14 -17.48
C -2.05 25.33 -17.33
C -1.35 26.47 -17.01
N -2.04 22.90 -17.74
O -1.36 21.86 -17.92
O -3.30 22.83 -17.64
H 0.53 27.49 -16.70
H 1.71 25.20 -16.65
H 0.51 23.14 -17.48
H -3.13 25.39 -17.31
H -2.05 27.27 -16.82
N -5.90 25.10 -14.07
C -5.37 24.28 -13.11
C -5.59 22.90 -13.25
C -6.39 22.40 -14.27
C -6.98 23.30 -15.13
C -6.69 24.60 -15.05
H -4.74 24.74 -12.37
H -5.21 22.25 -12.47
H -6.57 21.33 -14.33
H -7.61 23.02 -15.96
H -7.21 25.37 -15.60
N 1.19 27.21 -9.44
C 1.94 26.08 -9.71
C 1.75 25.21 -10.80
C 0.79 25.56 -11.77
C 0.09 26.76 -11.54
C 0.35 27.57 -10.39
H 2.71 25.83 -8.99
H 2.38 24.33 -10.87
H 0.47 25.00 -12.63
H -0.61 27.16 -12.25
H -0.21 28.47 -10.21
*
```

***

An isolated molecule of C3H5ClO in a non-equilibrium geometry. Source: the OMol25 dataset; level of theory: wB97M-V/def2-TZVPD.

As for the relative energy (zero: lowest compared OMol25 entry of this formula, charge and spin): 2.803 eV. The SMILES is C=C(Cl)CO. The value obtained for the lowest unoccupied orbital energy is 0.40 eV. The value obtained for the orbital gap is 0.371 Ha.

The geometry in ORCA input format:
```
! wB97M-V def2-TZVPD RIJCOSX def2/J DEFGRID3
* xyz 0 1
C -0.64 0.11 0.50
C 0.67 -0.29 -0.22
C 0.61 -0.16 -1.59
H -0.38 1.06 2.44
H -1.42 0.29 -0.39
H -1.12 -0.65 1.36
H -0.50 0.12 -1.92
H 1.28 -0.67 -2.23
O -0.35 1.32 1.30
Cl 1.83 -1.13 0.74
*
```